[1]
Below is an isolated molecule of C3H4N2O in a non-equilibrium geometry, with properties calculated with the ωB97M-V functional and the def2-TZVPD basis.

Element x y z (Å)
N1 0.211 3.277 0.412
C1 -0.161 2.203 0.495
H1 1.178 -1.686 -0.827
N2 0.192 -0.022 -0.268
H2 -0.062 -2.074 0.457
H3 0.986 0.481 -0.671
O1 -1.414 0.367 1.348
C2 -0.531 0.712 0.630
H4 -0.532 -1.787 -1.146
C3 0.132 -1.471 -0.431

As for the SMILES: CNC(=O)C#N. The highest occupied orbital energy is -10.840 eV. The calculation puts the strongest force on any atom at 3.6 eV/A. As for the charge: 0. The spin multiplicity is 1. The value obtained for the LUMO energy is 0.0207 hartree.

[2]
Below is a structure of composition H2NaO in a non-equilibrium geometry, with properties calculated with the ωB97M-V functional and the def2-TZVPD basis.

Element x y z (Å)
Na1 0.867 0.843 1.528
H1 -0.764 -0.899 -0.313
H2 0.141 0.133 -1.048
O1 -0.245 -0.077 -0.167

The highest occupied orbital energy is -17.455 eV. The calculation puts the strongest force on any atom at 1.1 eV/A. As for the charge: +1. The spin multiplicity is 1. The value obtained for the LUMO energy is -0.1814 hartree.

[3]
Below is an isolated molecule of C24H27N5O7 in a non-equilibrium geometry, with properties calculated with the ωB97M-V functional and the def2-TZVPD basis.

Element x y z (Å)
H1 -2.462 -1.803 3.553
H2 1.270 2.582 0.959
C1 1.604 0.642 -1.335
C2 1.685 0.502 1.062
C3 -4.028 -1.098 1.829
H3 2.284 1.174 -3.882
H4 -2.870 -0.479 4.666
N1 1.155 0.587 -6.230
C4 3.127 1.103 3.355
H5 2.689 -3.018 2.807
H6 -4.235 -0.327 -1.841
C5 1.766 1.802 1.514
C6 0.880 0.256 -2.546
H7 -0.321 -0.748 3.768
C7 -1.112 -0.076 3.431
N2 -0.817 -0.833 -1.215
H8 4.623 2.476 5.890
O1 2.262 -1.770 1.203
C8 3.012 -2.813 1.782
H9 -1.710 -1.413 0.954
O2 0.510 0.227 -7.194
H10 2.518 3.139 2.989
O3 -4.656 -0.474 0.810
C9 -2.499 -0.717 3.663
C10 -1.009 -0.860 -3.593
C11 -3.192 1.164 2.298
H11 3.604 -0.959 3.447
C12 3.998 2.579 5.004
O4 2.634 1.274 -1.308
O5 -4.024 -2.295 2.000
H12 -1.920 -1.425 -3.485
H13 -3.338 -1.694 -1.178
C13 1.367 0.609 -3.800
H14 -1.393 2.254 1.757
O6 2.183 1.227 -6.289
C14 -4.331 -1.330 -1.432
H15 4.494 3.239 4.286
C15 2.363 -0.523 1.739
C16 -0.525 -0.509 -4.826
H16 -1.039 -0.786 -5.734
H17 -0.094 -1.617 1.649
H18 4.082 -2.586 1.774
H19 -4.769 -1.980 -2.185
O7 3.850 1.276 4.491
H20 3.034 3.010 5.290
N3 0.993 0.203 -0.149
N4 -0.885 0.257 2.042
H21 -6.204 -0.889 -0.428
H22 -1.024 0.855 3.997
C17 2.475 2.114 2.661
H23 -5.342 -2.320 0.211
C18 -0.764 -0.899 1.170
N5 -3.428 -0.214 2.668
C19 -0.314 -0.484 -2.431
H24 2.822 -3.688 1.162
C20 3.068 -0.211 2.887
H25 -1.971 1.142 0.502
C21 -0.169 -0.502 -0.150
C22 0.663 0.226 -4.927
C23 -5.222 -1.312 -0.197
H26 -4.000 1.512 1.658
H27 -3.189 1.755 3.218
C24 -1.831 1.265 1.577

As for the SMILES: CCOC(=O)N1CCN(Cc2nc3ccc([N+](=O)[O-])cc3c(=O)n2-c2ccc(OC)cc2OC)CC1. The highest occupied orbital energy is -8.268 eV. The calculation puts the strongest force on any atom at 1.3 eV/A. As for the charge: 0. The spin multiplicity is 1. The value obtained for the LUMO energy is -0.0215 hartree.

[4]
Below is a cluster of 3 separate species, C4H14O3 in total, with properties calculated with the ωB97M-V functional and the def2-TZVPD basis.

Element x y z (Å)
H1 -0.465 -1.519 3.342
O1 -0.172 0.426 -5.527
H2 -0.803 0.147 -6.195
H3 -0.568 -0.622 4.829
C1 -0.502 -0.171 -4.281
C2 0.062 0.680 -3.161
H4 -1.083 -0.697 1.246
H5 1.143 0.794 -3.229
H6 1.048 1.432 4.788
H7 -0.933 0.213 3.279
H8 1.799 -0.732 4.239
H9 -0.398 1.669 -3.178
H10 -1.581 -0.286 -4.133
O2 1.379 1.261 3.901
H11 -0.077 -1.184 -4.228
C3 1.156 -0.113 3.602
O3 -0.933 -0.566 0.305
C4 -0.306 -0.527 3.776
H12 -0.169 0.219 -2.199
H13 -0.070 -0.144 0.249
H14 1.474 -0.280 2.575

As for the SMILES: CCO.CCO.O. The highest occupied orbital energy is -10.164 eV. The calculation puts the strongest force on any atom at 0.6 eV/A. As for the charge: 0. The spin multiplicity is 1. The value obtained for the LUMO energy is 0.0262 hartree.

[5]
Below is a structure of composition C12H32FLi4N2O4 in a non-equilibrium geometry, with properties calculated with the ωB97M-V functional and the def2-TZVPD basis.

Element x y z (Å)
Li1 0.596 -2.432 -4.358
C1 -3.823 3.130 -5.129
C2 3.711 -2.887 4.652
H1 1.654 -1.430 2.135
O1 -0.947 -2.681 -1.481
H2 1.893 3.303 0.694
H3 3.272 2.555 0.824
H4 2.984 -3.633 4.972
H5 -3.156 -3.958 0.288
C3 -5.071 2.267 -1.633
Li2 2.689 0.641 -3.797
O2 3.619 -1.691 5.490
H6 -3.215 3.640 -5.876
H7 4.357 -3.747 2.019
H8 5.312 -2.038 6.625
C4 -3.210 -3.516 -0.707
H9 4.089 -1.458 3.245
H10 -5.646 2.212 -2.557
N1 -2.934 1.599 -0.940
H11 3.241 5.017 0.201
H12 -3.627 1.315 -2.857
H13 4.095 4.173 -1.095
O3 -3.877 3.889 -3.913
Li3 2.506 -2.155 -0.740
H14 -2.852 2.382 -0.309
H15 -3.737 2.078 -4.858
H16 2.899 -3.985 2.316
H17 3.961 -2.861 7.151
C5 1.907 -1.684 3.165
C6 3.141 4.258 -0.575
N2 3.496 -3.219 2.037
H18 1.847 -0.774 3.762
H19 -4.719 3.107 -5.749
H20 -1.981 3.173 -3.098
H21 -2.946 4.161 -2.067
H22 -3.478 0.919 -0.428
H23 4.092 -1.125 7.503
H24 2.455 4.707 -1.292
H25 1.132 -2.368 3.510
H26 -2.186 -3.944 -2.546
H27 -4.014 -4.031 -1.233
C7 3.376 -2.281 3.183
C8 2.677 2.974 0.012
C9 -3.606 2.112 -2.114
H28 -5.452 1.417 -1.067
C10 -3.016 3.387 -2.831
O4 2.365 1.853 -0.847
C11 4.239 -1.890 6.740
H29 -5.384 3.047 -0.938
C12 -1.950 -3.630 -1.529
H30 -3.481 -2.463 -0.621
Li4 -0.390 0.386 -1.974
F1 0.080 0.274 -4.687
H31 4.617 -3.482 4.533
H32 -1.600 -4.612 -1.212

The highest occupied orbital energy is -9.531 eV. The calculation puts the strongest force on any atom at 3.0 eV/A. As for the charge: +1. The spin multiplicity is 1. The value obtained for the LUMO energy is -0.2121 hartree.

[6]
Below is a cluster of 2 separate species, C4H14N in total in a non-equilibrium geometry, with properties calculated with the ωB97M-V functional and the def2-TZVPD basis.

Element x y z (Å)
H1 0.525 -1.423 -3.031
C1 0.633 1.871 3.229
C2 -0.801 0.067 -2.414
H2 -1.786 -0.320 -2.699
H3 1.196 1.012 1.456
H4 1.311 2.686 3.001
H5 -0.015 -3.160 -1.563
C3 0.155 -1.076 -2.072
H6 -1.408 -2.151 -1.102
N1 0.323 1.133 1.967
H7 -0.425 0.610 -3.270
H8 -0.275 2.268 3.673
H9 1.183 1.210 3.902
H10 1.043 -0.550 -1.701
H11 -0.092 0.210 2.143
H12 -0.407 1.566 1.392
H13 -1.021 0.753 -1.581
C4 -0.313 -2.198 -1.145
H14 0.170 -2.081 -0.186

The highest occupied orbital energy is -14.142 eV. The calculation puts the strongest force on any atom at 1.5 eV/A. As for the charge: +1. The spin multiplicity is 1. The value obtained for the LUMO energy is -0.1521 hartree.